Entry 1:
{
  "formula": "C63H57FI2N6O17",
  "method": "the ωB97M-V functional and the def2-TZVPD basis",
  "de_lowest_ev": 0.000,
  "homo_ev": -9.3,
  "max_force_ev_per_a": 0.689,
  "smiles": "C[C@@H](I)CC1=C(I)C(=O)c2c(CCF)c(CC=O)c(C[C@H](C)OCc3ccccc3)c(O)c2C1=O.O=[N+]([O-])c1ccccc1.O=[N+]([O-])c1ccccc1.O=[N+]([O-])c1ccccc1.O=[N+]([O-])c1ccccc1.O=[N+]([O-])c1ccccc1.O=[N+]([O-])c1ccccc1",
  "multiplicity": 1,
  "total_energy_ha": -4737.20713,
  "species": ["C", "C", "I", "C", "C", "C", "I", "C", "O", "C", "C", "C", "C", "F", "C", "C", "C", "O", "C", "C", "C", "C", "O", "C", "C", "C", "C", "C", "C", "C", "C", "O", "C", "C", "O", "H", "H", "H", "H", "H", "H", "H", "H", "H", "H", "H", "H", "H", "H", "H", "H", "H", "H", "H", "H", "H", "H", "H", "H", "H", "H", "H", "O", "N", "O", "C", "C", "C", "C", "C", "C", "H", "H", "H", "H", "H", "O", "N", "O", "C", "C", "C", "C", "C", "C", "H", "H", "H", "H", "H", "O", "N", "O", "C", "C", "C", "C", "C", "C", "H", "H", "H", "H", "H", "O", "N", "O", "C", "C", "C", "C", "C", "C", "H", "H", "H", "H", "H", "O", "N", "O", "C", "C", "C", "C", "C", "C", "H", "H", "H", "H", "H", "O", "N", "O", "C", "C", "C", "C", "C", "C", "H", "H", "H", "H", "H"],
  "coordinates": [[-3.047397, -0.275857, -0.601974], [-2.518721, 1.146604, -0.533255], [-4.025463, 2.391324, 0.374543], [-1.137889, 1.339909, 0.159975], [-0.493492, 0.066301, 0.568208], [-0.678451, -0.581187, 1.719225], [-1.907009, 0.044164, 3.259584], [0.008682, -1.885681, 1.974176], [0.402616, -2.193705, 3.070205], [0.120218, -2.755008, 0.774827], [-0.045143, -4.141359, 0.830338], [-0.322882, -4.832880, 2.145469], [-1.612126, -4.359259, 2.815336], [-2.558551, -3.950199, 1.881550], [-0.009226, -4.857010, -0.386457], [-0.307632, -6.340506, -0.399499], [0.882883, -7.217572, -0.062048], [1.196518, -7.491698, 1.061951], [0.277083, -4.202691, -1.600512], [0.478702, -4.924534, -2.908078], [1.972739, -5.030864, -3.222452], [2.281498, -4.872019, -4.704176], [2.419988, -6.275719, -2.704699], [3.767633, -6.274547, -2.241819], [3.836849, -6.006283, -0.760618], [4.051419, -7.058327, 0.129411], [4.075586, -6.838042, 1.503543], [3.883117, -5.556604, 2.008371], [3.670196, -4.496646, 1.131269], [3.653134, -4.719249, -0.241789], [0.448246, -2.812687, -1.610164], [0.743805, -2.171642, -2.794541], [0.345572, -2.083995, -0.431271], [0.436560, -0.597311, -0.401507], [1.197321, 0.032286, -1.093285], [-2.335624, -0.928834, -1.112069], [-3.227596, -0.694009, 0.388141], [-3.992684, -0.299228, -1.136972], [-2.445105, 1.531429, -1.544430], [-0.522870, 1.865897, -0.567356], [-1.236638, 2.007792, 1.011743], [-0.338586, -5.905386, 2.012405], [0.488502, -4.636334, 2.843071], [-1.425327, -3.511542, 3.471292], [-2.041379, -5.160913, 3.416152], [-1.085524, -6.558332, 0.328603], [-0.690249, -6.643915, -1.367163], [1.457831, -7.600433, -0.919871], [0.043187, -5.914956, -2.886893], [0.008664, -4.367313, -3.716360], [2.458385, -4.225804, -2.672562], [2.286438, -3.811884, -4.957443], [3.251170, -5.294067, -4.956728], [1.521111, -5.354506, -5.317276], [4.357646, -5.540879, -2.796038], [4.176918, -7.259643, -2.456585], [4.188304, -8.064870, -0.243127], [4.235700, -7.672322, 2.171373], [3.899648, -5.379632, 3.074076], [3.519524, -3.495376, 1.510182], [3.494977, -3.884226, -0.910017], [-0.025681, -2.189394, -3.375487], [-7.629552, -4.709315, 6.093763], [-7.514921, -3.701587, 6.763385], [-8.341767, -3.298819, 7.554493], [-6.284068, -2.907366, 6.595614], [-5.341710, -3.331539, 5.677891], [-4.196374, -2.571849, 5.508927], [-4.013395, -1.411765, 6.249277], [-4.970928, -1.006458, 7.169571], [-6.120083, -1.760690, 7.350809], [-5.503967, -4.232508, 5.105820], [-3.449506, -2.878209, 4.788934], [-3.119185, -0.820448, 6.099846], [-4.828713, -0.100151, 7.741495], [-6.878641, -1.460990, 8.057818], [1.144966, 8.575434, 0.588564], [1.625737, 7.614783, 1.156107], [2.111680, 7.652828, 2.270624], [1.616887, 6.322578, 0.452717], [1.086479, 6.261756, -0.822682], [1.086413, 5.044388, -1.485172], [1.621340, 3.919226, -0.866776], [2.135887, 4.003007, 0.420848], [2.139467, 5.214183, 1.092779], [0.674774, 7.145976, -1.285316], [0.667994, 4.977532, -2.479391], [1.634051, 2.966324, -1.380787], [2.541704, 3.122719, 0.900789], [2.540856, 5.297835, 2.091335], [0.793205, 13.315803, 7.645502], [0.363215, 12.179956, 7.648253], [-0.145060, 11.636638, 8.608565], [0.466915, 11.405600, 6.399420], [1.067627, 11.989572, 5.299649], [1.168430, 11.252123, 4.130860], [0.674006, 9.955347, 4.075018], [0.071592, 9.393313, 5.193621], [-0.035407, 10.118020, 6.369714], [1.446708, 12.998515, 5.358446], [1.637426, 11.689136, 3.260087], [0.763891, 9.384864, 3.162780], [-0.313696, 8.383658, 5.151281], [-0.499294, 9.694574, 7.247544], [-0.198225, 3.907220, -4.344351], [0.162573, 3.576814, -5.459139], [-0.117446, 4.166581, -6.480038], [1.016123, 2.382188, -5.558142], [1.340515, 1.709871, -4.395133], [2.167239, 0.604364, -4.474173], [2.650133, 0.183773, -5.707413], [2.308416, 0.872354, -6.865625], [1.481040, 1.983535, -6.796890], [0.962634, 2.047621, -3.442825], [2.432273, 0.077257, -3.567098], [3.300245, -0.679183, -5.765395], [2.691766, 0.549548, -7.823815], [1.215951, 2.533787, -7.687877], [7.420730, 2.704237, -7.506193], [7.586770, 3.750997, -6.912746], [8.667612, 4.214403, -6.613895], [6.385464, 4.512558, -6.524464], [5.141973, 3.991807, -6.827767], [4.016428, 4.704740, -6.450199], [4.146341, 5.915542, -5.782501], [5.407159, 6.421309, -5.493672], [6.541815, 5.717131, -5.864968], [5.057154, 3.048222, -7.345471], [3.034646, 4.310976, -6.675171], [3.262813, 6.465424, -5.486067], [5.508941, 7.365108, -4.976267], [7.529291, 6.094291, -5.646485], [-4.541402, -4.543842, -0.888164], [-5.442186, -3.796885, -0.565396], [-5.691836, -2.741530, -1.113893], [-6.281551, -4.190372, 0.578325], [-5.985245, -5.360624, 1.251089], [-6.762578, -5.712689, 2.342814], [-7.818483, -4.901299, 2.738249], [-8.101851, -3.734028, 2.041144], [-7.328842, -3.368355, 0.950761], [-5.155807, -5.976818, 0.938900], [-6.539096, -6.618283, 2.889609], [-8.418034, -5.176389, 3.595752], [-8.923626, -3.103020, 2.349793], [-7.531957, -2.461162, 0.402282]],
  "atomic_forces_ev_per_a": [[-0.07, 0.02, 0.20], [-0.03, -0.26, -0.01], [0.04, 0.06, -0.05], [-0.32, 0.57, -0.20], [-0.09, -0.14, 0.17], [0.09, 0.03, -0.03], [-0.03, 0.17, 0.03], [-0.02, 0.00, -0.08], [0.10, -0.02, 0.24], [0.01, -0.25, -0.34], [0.12, 0.18, -0.23], [-0.11, 0.06, 0.00], [0.21, 0.00, 0.37], [-0.19, -0.09, -0.15], [0.13, 0.27, -0.21], [-0.20, -0.05, 0.16], [0.04, 0.07, -0.28], [-0.13, -0.15, 0.40], [-0.17, -0.09, 0.40], [-0.01, 0.39, 0.09], [0.05, 0.04, 0.04], [-0.17, 0.01, 0.03], [-0.06, -0.11, -0.12], [0.00, 0.08, 0.13], [0.12, 0.00, 0.33], [0.08, 0.33, 0.16], [0.06, 0.24, -0.18], [0.00, -0.12, -0.27], [-0.03, -0.21, -0.20], [0.02, -0.25, 0.18], [0.01, -0.11, 0.23], [-0.02, 0.15, 0.10], [0.10, -0.29, -0.13], [0.02, -0.41, 0.03], [0.02, 0.43, -0.27], [0.02, -0.03, -0.10], [0.03, -0.01, 0.05], [-0.01, -0.06, -0.11], [-0.07, 0.14, -0.03], [0.32, -0.08, 0.09], [0.01, -0.06, 0.14], [-0.01, -0.09, -0.05], [0.11, 0.02, 0.00], [-0.05, 0.02, -0.01], [-0.11, -0.07, -0.07], [-0.06, 0.00, 0.02], [-0.05, 0.00, -0.07], [-0.02, 0.01, -0.03], [0.03, -0.12, -0.21], [-0.17, -0.03, -0.03], [0.20, 0.06, -0.07], [0.00, 0.05, -0.05], [0.10, -0.01, 0.02], [0.03, -0.16, -0.04], [0.02, 0.05, -0.06], [0.02, -0.07, -0.03], [0.01, -0.05, -0.09], [-0.02, -0.01, 0.05], [0.00, -0.01, 0.07], [0.00, 0.05, 0.05], [0.04, 0.09, -0.03], [0.03, -0.08, -0.06], [-0.04, -0.06, -0.02], [0.01, 0.09, 0.06], [0.00, -0.04, -0.02], [0.04, 0.02, 0.00], [0.07, -0.06, -0.09], [0.02, 0.06, 0.00], [-0.01, 0.00, -0.02], [0.00, -0.07, -0.06], [-0.01, 0.12, 0.05], [-0.06, -0.01, 0.00], [0.00, 0.00, -0.02], [0.02, -0.01, 0.05], [0.00, 0.00, 0.02], [-0.04, -0.05, -0.01], [-0.01, 0.00, -0.01], [0.00, 0.04, 0.04], [0.03, -0.10, -0.06], [0.01, -0.03, -0.03], [-0.08, 0.00, -0.08], [0.07, -0.05, 0.05], [-0.07, 0.05, 0.01], [0.01, -0.02, -0.06], [0.05, -0.09, 0.07], [0.02, 0.04, 0.05], [0.01, -0.02, 0.00], [0.00, -0.02, 0.00], [0.01, -0.01, 0.00], [-0.01, 0.07, 0.00], [0.00, 0.01, 0.01], [0.00, 0.01, 0.02], [-0.01, 0.01, 0.01], [0.01, -0.02, -0.03], [0.05, 0.05, -0.10], [-0.02, -0.05, 0.01], [-0.07, 0.07, 0.06], [0.04, 0.04, -0.04], [-0.05, -0.11, 0.00], [-0.01, 0.01, 0.07], [0.00, 0.00, -0.01], [0.02, 0.03, 0.01], [0.00, -0.01, 0.00], [0.01, 0.06, 0.04], [-0.12, 0.09, -0.07], [0.07, -0.04, 0.09], [0.01, 0.02, -0.03], [0.00, -0.06, 0.02], [0.03, 0.00, 0.12], [0.11, -0.17, 0.02], [-0.03, 0.08, -0.01], [0.00, -0.01, 0.08], [0.09, -0.03, -0.18], [-0.05, 0.02, -0.01], [-0.06, -0.03, 0.00], [0.01, 0.00, 0.00], [-0.01, -0.01, -0.02], [-0.07, 0.04, 0.04], [0.01, -0.01, 0.00], [0.01, 0.00, -0.01], [0.01, -0.01, -0.01], [-0.03, 0.02, 0.02], [-0.11, -0.07, -0.03], [-0.03, 0.05, 0.05], [0.04, -0.01, 0.00], [-0.05, -0.04, -0.01], [0.02, 0.10, 0.06], [0.07, -0.01, 0.00], [-0.01, 0.01, -0.02], [-0.01, 0.01, -0.01], [0.01, 0.01, 0.01], [0.03, -0.06, -0.03], [0.04, -0.04, -0.06], [0.05, 0.04, 0.04], [0.01, 0.02, -0.02], [-0.03, 0.01, 0.03], [0.09, -0.12, 0.11], [-0.03, 0.07, 0.00], [-0.03, -0.01, 0.02], [0.04, -0.05, 0.02], [-0.08, 0.09, 0.03], [0.02, 0.06, -0.07], [-0.01, -0.02, 0.00], [0.02, 0.00, 0.01], [-0.01, 0.01, 0.00], [0.06, 0.00, -0.04]]
}

***

Entry 2:
{
  "formula": "C5H10N2O2",
  "method": "the ωB97M-V functional and the def2-TZVPD basis",
  "de_lowest_ev": 4.394,
  "homo_ev": -6.5,
  "max_force_ev_per_a": 2.740,
  "multiplicity": 1,
  "total_energy_ha": -456.39272,
  "species": ["C", "C", "C", "C", "C", "N", "N", "O", "O", "H", "H", "H", "H", "H", "H", "H", "H", "H", "H"],
  "coordinates": [[-0.142159, 2.524822, 2.666943], [-0.980666, 0.022534, -0.235417], [-0.886253, -0.240094, 1.317615], [1.294402, 0.160707, 0.716851], [1.004910, 0.010958, -1.833969], [0.454371, 0.516760, -0.539649], [0.321423, 0.506061, 1.764750], [-1.217739, 2.452384, 2.225801], [0.964668, 2.667335, 3.078493], [-1.285103, -0.828307, -0.869540], [-1.614983, 0.878811, -0.454881], [-1.888017, -0.003038, 1.861810], [-0.764799, -1.339682, 1.454886], [1.379437, -0.878090, 0.534394], [0.143773, -0.028455, -2.501923], [1.717117, 0.791867, -2.190562], [1.674955, -0.840633, -1.751051], [0.494158, 1.596232, -0.578337], [0.692605, 0.190485, 2.664347]],
  "atomic_forces_ev_per_a": [[2.54, -0.09, -0.09], [0.56, 1.16, 1.09], [-1.88, -0.93, 0.43], [0.77, 2.14, -0.67], [0.73, 2.07, 0.08], [0.27, 1.08, 0.65], [-0.20, -2.03, -1.54], [-0.28, 1.07, 0.76], [-2.70, 0.36, -0.30], [0.50, 0.30, 0.47], [-0.36, -0.12, 0.03], [1.73, 0.06, -0.97], [0.14, 0.56, -0.04], [-0.01, -1.76, 0.31], [0.49, -0.56, -0.28], [-0.70, -0.38, 0.07], [-0.79, -0.54, 0.35], [-0.53, -2.33, 0.08], [-0.27, -0.07, -0.43]]
}

***

Entry 3:
{
  "formula": "C3H5N5O2",
  "method": "the ωB97M-V functional and the def2-TZVPD basis",
  "de_lowest_ev": 5.479,
  "homo_ev": -10.1,
  "max_force_ev_per_a": 3.257,
  "smiles": "O=[N+]([O-])c1nn[nH]n1.C=C",
  "multiplicity": 1,
  "total_energy_ha": -541.35781,
  "species": ["O", "N", "O", "C", "N", "N", "N", "N", "H", "C", "C", "H", "H", "H", "H"],
  "coordinates": [[0.439552, -0.350773, 3.375513], [1.462990, 0.082401, 2.931831], [2.610641, -0.114921, 3.286861], [1.462646, 0.853968, 1.694781], [0.915585, 2.114269, 1.584864], [1.195646, 2.537106, 0.415071], [1.833786, 1.594168, -0.185494], [2.074577, 0.514132, 0.563532], [2.360899, 1.831963, -1.036823], [-1.231029, -0.369781, -0.476795], [-0.618442, -0.913501, 0.610369], [-1.916452, 0.460690, -0.217978], [-1.168397, -0.431474, -1.591272], [-0.032217, -1.779932, 0.903175], [-0.934136, -0.434327, 1.524055]],
  "atomic_forces_ev_per_a": [[-0.24, 0.13, 0.66], [1.49, -0.22, -1.56], [-0.43, -0.25, 0.89], [-0.40, 2.21, -2.36], [-0.36, -1.11, 1.81], [-0.53, 0.88, 0.11], [1.42, -1.01, -0.59], [-0.04, 0.21, 0.81], [-0.55, -0.71, 0.49], [0.36, 0.53, 0.53], [-1.77, 0.66, -0.74], [0.49, -0.42, -0.12], [0.40, -0.94, 1.20], [0.38, -0.04, -1.30], [-0.21, 0.09, 0.16]]
}